[1]
# C27H23I2InN3O8S

C27H23I2InN3O8S as an isolated structure (wB97M-V/def2-TZVPD, OMol25).

Kohn-Sham gap   0.244 Eh
Net charge   +1
Energy above the lowest of the compared OMol25 structures with the same formula, charge and spin   5.42 kcal/mol

CARTESIAN COORDINATES (ANGSTROEM)
In (-0.22, 0.57, -0.69)
I (3.79, 2.32, 5.34)
C (2.28, 2.10, 3.93)
C (1.73, 3.22, 3.31)
C (0.75, 3.05, 2.35)
I (-0.03, 4.71, 1.35)
C (0.28, 1.79, 1.99)
O (-0.65, 1.63, 1.07)
C (0.85, 0.67, 2.62)
C (0.39, -0.69, 2.20)
N (0.68, -0.99, 0.77)
C (2.12, -1.07, 0.48)
C (2.73, 0.30, 0.29)
C (4.01, 0.58, 0.73)
C (4.53, 1.84, 0.53)
C (3.75, 2.79, -0.11)
C (2.48, 2.44, -0.52)
N (1.99, 1.21, -0.33)
C (1.84, 0.83, 3.58)
H (2.08, 4.21, 3.57)
H (-0.69, -0.78, 2.31)
H (0.86, -1.46, 2.82)
H (0.25, -1.88, 0.54)
H (2.23, -1.63, -0.45)
H (2.65, -1.61, 1.27)
H (4.58, -0.18, 1.25)
H (5.53, 2.09, 0.87)
H (4.11, 3.80, -0.28)
H (1.84, 3.15, -1.01)
H (2.27, -0.04, 4.05)
O (-4.29, 0.40, 1.36)
C (-3.24, 0.47, 0.55)
O (-2.40, -0.39, 0.46)
C (-3.30, 1.67, -0.35)
C (-4.41, 2.49, -0.46)
C (-4.37, 3.54, -1.36)
C (-3.23, 3.74, -2.11)
C (-2.16, 2.87, -1.93)
N (-2.20, 1.87, -1.07)
C (-0.84, 2.95, -2.64)
O (-0.67, 3.81, -3.62)
O (0.08, 2.24, -2.31)
H (-4.23, -0.42, 1.88)
H (-5.28, 2.30, 0.15)
H (-5.22, 4.20, -1.47)
H (-3.19, 4.57, -2.81)
H (-1.47, 4.30, -3.83)
C (-0.55, -6.72, 0.02)
C (-0.52, -5.39, -0.69)
C (0.49, -5.08, -1.59)
C (0.52, -3.86, -2.25)
C (-0.48, -2.93, -1.99)
C (-1.50, -3.21, -1.10)
C (-1.51, -4.44, -0.45)
S (-0.37, -1.36, -2.79)
O (-0.34, -1.54, -4.20)
O (0.85, -0.73, -2.18)
O (-1.48, -0.53, -2.23)
H (-0.41, -6.59, 1.09)
H (0.23, -7.38, -0.35)
H (-1.51, -7.21, -0.13)
H (1.26, -5.81, -1.80)
H (1.30, -3.64, -2.96)
H (-2.28, -2.48, -0.92)
H (-2.32, -4.67, 0.24)

[2]
# C27H23N3

A 2-piece molecular cluster, C27H23N3 overall at a distorted geometry (wB97M-V/def2-TZVPD, OMol25).

Kohn-Sham gap   0.128 Eh
Net charge   0
Energy above the lowest of the compared OMol25 structures with the same formula, charge and spin   53.82 kcal/mol

CARTESIAN COORDINATES (ANGSTROEM)
C (-0.62, -1.92, -3.27)
C (0.00, -0.69, -2.74)
C (-0.79, 0.38, -2.29)
N (-1.46, 1.27, -1.92)
C (1.39, -0.44, -2.98)
C (2.30, -1.51, -3.24)
C (3.63, -1.27, -3.53)
C (4.11, 0.04, -3.59)
C (5.47, 0.26, -3.98)
N (6.58, 0.43, -4.30)
C (3.25, 1.12, -3.33)
C (1.91, 0.89, -3.02)
H (-0.02, -2.81, -3.02)
H (-1.62, -2.05, -2.87)
H (-0.71, -1.89, -4.36)
H (1.93, -2.54, -3.23)
H (4.30, -2.11, -3.71)
H (3.63, 2.14, -3.38)
H (1.23, 1.73, -2.87)
C (2.11, -0.82, 1.42)
C (1.09, 0.22, 1.66)
N (1.25, 1.27, 2.51)
C (2.46, 1.52, 3.28)
C (0.07, 2.03, 2.57)
C (-0.89, 1.40, 1.74)
C (-2.19, 1.90, 1.69)
C (-2.54, 2.95, 2.55)
C (-1.59, 3.51, 3.42)
C (-0.25, 3.07, 3.42)
C (-0.24, 0.23, 1.16)
C (-0.82, -0.79, 0.41)
C (-2.11, -1.33, 0.68)
C (-2.75, -1.21, 1.95)
C (-4.07, -1.61, 2.13)
C (-4.79, -2.16, 1.05)
C (-4.16, -2.34, -0.19)
C (-2.82, -2.01, -0.34)
H (1.61, -1.66, 0.93)
H (2.90, -0.48, 0.73)
H (2.56, -1.17, 2.35)
H (2.32, 2.44, 3.86)
H (2.68, 0.68, 3.95)
H (3.32, 1.64, 2.61)
H (-2.89, 1.46, 0.98)
H (-3.57, 3.31, 2.56)
H (-1.90, 4.32, 4.08)
H (0.50, 3.51, 4.08)
H (-0.23, -1.24, -0.39)
H (-2.20, -0.78, 2.79)
H (-4.56, -1.47, 3.09)
H (-5.83, -2.46, 1.18)
H (-4.71, -2.74, -1.04)
H (-2.29, -2.22, -1.27)

[3]
# C27H23N4O8

A 2-piece molecular cluster, C27H23N4O8 overall at a distorted geometry (wB97M-V/def2-TZVPD, OMol25).

Kohn-Sham gap   0.176 Eh
Net charge   -1

CARTESIAN COORDINATES (ANGSTROEM)
C (0.99, 5.90, 2.29)
O (-0.24, 5.68, 1.56)
C (-0.54, 4.42, 1.14)
C (-1.77, 4.26, 0.44)
C (-2.18, 3.01, 0.06)
C (-1.41, 1.85, 0.36)
C (-1.88, 0.51, 0.08)
C (-1.90, -0.55, 0.94)
C (-2.40, -1.81, 0.39)
O (-2.68, -1.98, -0.80)
N (-2.57, -2.88, 1.28)
C (-3.09, -4.12, 0.76)
C (-2.22, -2.84, 2.64)
O (-2.32, -3.82, 3.38)
N (-1.73, -1.63, 3.13)
C (-1.43, -1.67, 4.55)
C (-1.65, -0.43, 2.39)
O (-1.40, 0.61, 2.99)
C (-0.15, 2.05, 0.96)
C (0.28, 3.30, 1.37)
H (0.98, 6.98, 2.47)
H (0.98, 5.35, 3.25)
H (1.87, 5.61, 1.70)
H (-2.37, 5.15, 0.27)
H (-3.14, 2.86, -0.44)
H (-2.41, 0.37, -0.87)
H (-3.07, -4.82, 1.59)
H (-4.11, -3.97, 0.39)
H (-2.46, -4.47, -0.06)
H (-1.08, -0.69, 4.85)
H (-2.32, -1.96, 5.10)
H (-0.67, -2.44, 4.71)
H (0.49, 1.18, 1.11)
H (1.24, 3.40, 1.89)
C (1.69, -0.54, -0.51)
C (2.00, 0.52, -1.39)
C (2.45, 1.78, -0.87)
C (2.72, 2.85, -1.69)
C (2.66, 2.69, -3.09)
N (3.04, 3.77, -3.93)
O (3.02, 3.60, -5.17)
O (3.38, 4.86, -3.41)
C (2.27, 1.46, -3.65)
C (1.96, 0.40, -2.83)
C (1.29, -1.86, -0.90)
C (0.29, -2.04, -1.90)
C (-0.07, -3.30, -2.33)
C (0.60, -4.43, -1.81)
N (0.27, -5.71, -2.33)
O (0.86, -6.72, -1.87)
O (-0.59, -5.80, -3.23)
C (1.54, -4.29, -0.77)
C (1.85, -3.03, -0.30)
H (1.93, -0.39, 0.55)
H (2.62, 1.87, 0.20)
H (3.02, 3.82, -1.28)
H (2.25, 1.38, -4.74)
H (1.74, -0.56, -3.30)
H (-0.19, -1.17, -2.34)
H (-0.82, -3.45, -3.09)
H (2.00, -5.20, -0.38)
H (2.59, -2.92, 0.50)